(1)
ORCA calculation (ωB97M-V/def2-TZVPD) on a molecular structure, C17H21I2N8O3SW at a distorted geometry.

Last column: Löwdin charge in e.
Positions of all 53 atoms, in Å:
1 W -0.087 -0.058 -0.047  1.2361
2 C -0.477 -0.102 -3.461  -0.0173
3 C -1.039 1.145 -2.854  -0.2671
4 C -1.665 2.056 -3.729  0.0095
5 C -2.227 3.201 -3.261  0.0400
6 C -2.188 3.466 -1.876  -0.1372
7 C -2.790 4.611 -1.311  -0.0017
8 C -2.753 4.825 0.039  -0.0400
9 C -2.105 3.893 0.866  -0.0681
10 C -1.512 2.774 0.329  -0.5443
11 S -0.673 1.653 1.368  0.6806
12 C -1.539 2.528 -1.051  -0.2185
13 N -0.948 1.386 -1.551  -0.0120
14 H -1.136 -0.440 -4.258  0.1025
15 H -0.355 -0.898 -2.737  0.0304
16 H 0.497 0.112 -3.908  0.0929
17 H -1.696 1.806 -4.780  0.1277
18 H -2.713 3.901 -3.929  0.1343
19 H -3.285 5.310 -1.972  0.1257
20 H -3.218 5.698 0.474  0.1190
21 H -2.062 4.041 1.937  0.1146
22 N -0.672 -1.379 1.681  -0.1725
23 N -2.001 -1.801 1.528  0.0441
24 C -2.716 -1.387 0.406  -0.6443
25 O -3.850 -1.697 0.203  0.1401
26 O -1.973 -0.625 -0.392  -0.2107
27 H -0.024 -2.167 1.667  0.0519
28 H -0.531 -0.880 2.559  0.0575
29 H -2.424 -2.388 2.227  0.1647
30 C 6.206 1.320 -0.674  -0.0818
31 C 5.900 0.310 -1.775  -0.3973
32 C 5.531 -1.054 -1.190  -0.0804
33 C 4.824 0.824 -2.745  -0.0836
34 N 3.530 1.029 -2.084  -0.0558
35 C 3.071 2.101 -1.389  -0.0816
36 N 1.857 1.846 -0.971  0.0474
37 N 1.632 0.587 -1.391  -0.2582
38 N 2.604 0.084 -2.053  0.1392
39 H 7.054 0.988 -0.078  0.0784
40 H 5.364 1.412 0.017  0.0535
41 H 6.443 2.306 -1.081  0.0839
42 H 6.787 0.185 -2.401  0.1426
43 H 4.640 -0.993 -0.561  0.0167
44 H 6.344 -1.419 -0.564  0.0761
45 H 5.346 -1.792 -1.972  0.0861
46 H 4.659 0.105 -3.545  0.1343
47 H 5.120 1.777 -3.179  0.1337
48 H 3.625 3.006 -1.210  0.1482
49 I 2.234 -0.473 1.600  0.2822
50 I 5.593 -0.634 2.953  0.0673
51 O 0.150 -4.003 -1.908  0.1560
52 C 0.255 -2.955 -1.401  -0.4378
53 N 0.364 -1.882 -0.878  -0.1073

Computed properties:
E_LUMO (alpha / beta), eV: -4.96 / -5.31
Net charge: +1
Expectation value of S²: 2.030
2S+1: 3
HOMO-LUMO gap (alpha / beta), eV: 6.5 / 6.3
E_tot, eV: -64891.600



(2)
ORCA calculation (ωB97M-V/def2-TZVPD) on a molecular structure, C17H21IN6O5Pt at a distorted geometry.

Last column: Löwdin charge in e.
Positions of all 51 atoms, in Å:
1 Pt 0.844 0.395 -0.502  0.9429
2 C -2.035 -3.893 1.319  0.0150
3 C -2.098 -2.402 1.207  -0.2049
4 N -3.095 -1.823 0.559  0.1591
5 C -3.207 -0.484 0.575  0.0121
6 C -2.397 0.374 1.382  -0.1177
7 C -2.722 1.848 1.470  -0.1897
8 O -2.848 2.419 0.184  -0.0459
9 C -1.317 -0.184 1.989  -0.0855
10 C -0.479 0.559 2.943  -0.0266
11 N 0.770 0.419 3.017  0.1634
12 C 1.798 0.121 2.274  -0.3295
13 C 2.692 -0.904 2.720  -0.0057
14 C 3.916 -1.043 2.158  -0.0208
15 C 4.374 -0.179 1.108  -0.0638
16 C 3.558 0.781 0.623  -0.1798
17 C 2.207 0.906 1.121  -0.7533
18 I 1.294 2.782 0.792  1.2550
19 C -1.033 -1.605 1.814  -0.3045
20 O 0.049 -2.102 2.155  0.0742
21 H -3.041 -4.305 1.330  0.1028
22 H -1.465 -4.199 2.191  0.0920
23 H -1.536 -4.288 0.448  0.0853
24 H -3.999 -0.054 -0.022  0.1395
25 H -1.958 2.370 2.049  0.1039
26 H -3.671 1.986 1.985  0.1478
27 H -1.971 2.385 -0.248  0.0496
28 H -0.977 1.158 3.709  0.1611
29 H 2.376 -1.518 3.552  0.1372
30 H 4.585 -1.801 2.548  0.1311
31 H 5.380 -0.283 0.719  0.1273
32 H 3.896 1.460 -0.148  0.1078
33 N 2.051 -1.661 -0.664  0.0362
34 N 1.438 -2.462 -1.648  0.0680
35 C 0.173 -2.098 -1.937  -0.6144
36 O -0.547 -3.051 -2.541  0.3155
37 O -0.307 -1.020 -1.734  -0.0009
38 H 3.025 -1.527 -0.908  0.1170
39 H 1.986 -2.091 0.259  0.1077
40 H 1.712 -3.435 -1.732  0.1831
41 C -1.904 3.687 -2.952  -0.0173
42 N -0.873 2.891 -3.631  0.0587
43 C -0.133 1.977 -3.015  -0.5556
44 N 0.838 1.355 -3.717  0.1997
45 O -0.323 1.744 -1.775  -0.2287
46 H -2.395 4.298 -3.702  0.1016
47 H -1.469 4.340 -2.199  0.0955
48 H -2.654 3.057 -2.487  0.0858
49 H -0.702 3.070 -4.606  0.1551
50 H 0.925 1.491 -4.709  0.1277
51 H 1.268 0.540 -3.322  0.0861

Computed properties:
E_LUMO (alpha / beta), eV: -6.35 / -9.65
Net charge: +2
Expectation value of S²: 6.061
2S+1: 5
HOMO-LUMO gap (alpha / beta), eV: 7.9 / 5.3
E_tot, eV: -48475.026



(3)
ORCA calculation (ωB97M-V/def2-TZVPD) on a single C17H21N3O2S molecule at a distorted geometry.

Last column: Löwdin charge in e.
Positions of all 44 atoms, in Å:
1 C 3.697 1.346 1.795  -0.0770
2 H 2.946 0.646 2.147  0.0544
3 H 4.059 1.932 2.637  0.0690
4 H 4.530 0.775 1.392  0.0665
5 C 3.115 2.284 0.733  -0.2400
6 N 2.412 1.673 -0.379  -0.1851
7 C 3.150 0.670 -1.129  -0.2571
8 C 4.378 1.266 -1.810  -0.0871
9 H 4.791 0.546 -2.512  0.0693
10 H 4.103 2.167 -2.352  0.0761
11 H 5.150 1.516 -1.087  0.0612
12 H 3.448 -0.185 -0.506  0.1078
13 H 2.472 0.294 -1.901  0.1200
14 C 1.031 1.334 -0.153  -0.1157
15 C 0.718 0.013 0.547  -0.3898
16 O 1.520 -0.769 1.013  0.0798
17 N -0.617 -0.254 0.602  -0.0332
18 N -1.570 0.579 0.146  0.1762
19 C -2.733 0.081 0.374  -0.2868
20 C -3.945 0.732 0.006  -0.4695
21 C -4.104 1.943 -0.623  -0.1080
22 C -5.452 2.278 -0.830  -0.1836
23 C -6.308 1.329 -0.362  -0.4111
24 S -5.486 0.000 0.344  1.0490
25 H -7.380 1.328 -0.389  0.0604
26 H -5.777 3.185 -1.306  0.1028
27 H -3.267 2.550 -0.915  0.1133
28 C -2.682 -1.262 1.071  -0.0526
29 H -3.167 -1.212 2.047  0.1239
30 H -3.185 -2.025 0.475  0.1216
31 C -1.170 -1.510 1.168  -0.1398
32 C -0.700 -2.677 0.368  -0.2508
33 C 0.155 -3.694 0.669  -0.0126
34 C 0.246 -4.490 -0.498  -0.0542
35 C -0.556 -3.895 -1.420  -0.1144
36 O -1.135 -2.796 -0.908  0.0541
37 H -0.793 -4.143 -2.435  0.1186
38 H 0.830 -5.378 -0.628  0.1002
39 H 0.663 -3.847 1.599  0.1153
40 H -0.806 -1.620 2.193  0.1620
41 H 0.522 1.296 -1.123  0.1259
42 H 0.557 2.134 0.423  0.1252
43 H 3.925 2.888 0.310  0.1047
44 H 2.414 2.975 1.210  0.1112

Computed properties:
E_LUMO, eV: 0.14
Net charge: 0
Structure (SMILES): CCN(CC)CC(=O)N1N=C(c2cccs2)C[C@H]1c1ccco1
2S+1: 1
HOMO-LUMO gap, eV: 8.0
E_tot, eV: -37368.962



(4)
ORCA calculation (ωB97M-V/def2-TZVPD) on a single C17H21N5O3S molecule at a distorted geometry.

Last column: Löwdin charge in e.
Positions of all 47 atoms, in Å:
1 C 7.332 2.463 -0.296  -0.0517
2 H 8.183 1.864 -0.627  0.0969
3 H 7.478 2.727 0.753  0.0968
4 H 7.234 3.358 -0.905  0.0920
5 O 6.124 1.737 -0.459  -0.0492
6 C 6.045 0.578 0.219  -0.4605
7 O 6.937 0.173 0.926  0.1086
8 C 4.762 -0.123 0.001  -0.1338
9 C 3.766 0.397 -0.825  -0.0081
10 C 2.587 -0.294 -0.999  -0.0065
11 C 2.379 -1.515 -0.353  -0.2028
12 C 3.373 -2.037 0.473  0.0087
13 C 4.551 -1.341 0.644  0.0033
14 H 5.332 -1.730 1.279  0.1216
15 H 3.213 -2.978 0.973  0.1015
16 N 1.162 -2.154 -0.585  0.1226
17 C 0.686 -3.292 -0.029  -0.5319
18 O 1.251 -3.992 0.779  0.0731
19 C -0.710 -3.652 -0.545  -0.3393
20 H -0.925 -4.687 -0.282  0.0857
21 H -0.805 -3.498 -1.619  0.0862
22 S -2.026 -2.685 0.270  1.0209
23 C -1.990 -1.241 -0.675  -0.6012
24 N -1.103 -0.889 -1.591  0.0030
25 N -1.494 0.296 -2.042  -0.0132
26 N -2.550 0.684 -1.468  0.0590
27 N -2.917 -0.254 -0.592  -0.0653
28 C -4.049 -0.195 0.301  -0.2912
29 C -3.622 0.406 1.646  -0.1393
30 C -3.339 1.899 1.520  -0.1941
31 C -4.578 2.624 1.006  -0.2012
32 C -4.959 2.088 -0.370  -0.2074
33 C -5.211 0.583 -0.318  -0.1390
34 H -5.404 0.205 -1.325  0.1185
35 H -6.095 0.383 0.291  0.1221
36 H -4.153 2.295 -1.074  0.0895
37 H -5.862 2.585 -0.729  0.1108
38 H -5.405 2.474 1.705  0.1136
39 H -4.382 3.695 0.942  0.1104
40 H -2.512 2.065 0.827  0.1089
41 H -3.044 2.294 2.494  0.1124
42 H -2.742 -0.125 2.017  0.1095
43 H -4.433 0.245 2.357  0.1244
44 H -4.349 -1.241 0.457  0.1282
45 H 0.527 -1.645 -1.210  0.0813
46 H 1.811 0.106 -1.638  0.1090
47 H 3.924 1.339 -1.324  0.1171

Computed properties:
E_LUMO, eV: 0.36
Net charge: 0
Structure (SMILES): COC(=O)c1ccc(NC(=O)CSc2nnnn2C2CCCCC2)cc1
2S+1: 1
HOMO-LUMO gap, eV: 8.9
E_tot, eV: -42398.530



(5)
ORCA calculation (ωB97M-V/def2-TZVPD) on a single C17H21N7O3S3 molecule at a distorted geometry.

Last column: Löwdin charge in e.
Positions of all 51 atoms, in Å:
1 C 0.730 -3.839 3.132  -0.1088
2 C -0.360 -4.640 2.433  -0.2433
3 H 0.074 -5.242 1.633  0.1059
4 H -0.827 -5.318 3.150  0.1049
5 C -1.454 -3.737 1.844  -0.1316
6 C -0.914 -2.903 0.733  -0.3233
7 N -0.424 -1.718 1.067  0.1264
8 C 0.063 -0.945 0.110  -0.4706
9 C 0.076 -1.377 -1.226  -0.0572
10 C -0.448 -2.651 -1.469  -0.2007
11 N -0.947 -3.408 -0.494  0.2083
12 N -0.458 -3.131 -2.744  0.0179
13 C 0.027 -2.400 -3.816  -0.4308
14 O 0.014 -2.836 -4.943  0.0966
15 N 0.529 -1.140 -3.541  0.0337
16 C 0.593 -0.552 -2.288  -0.3950
17 O 1.045 0.564 -2.104  0.0166
18 C 1.029 -0.394 -4.683  0.0027
19 H 1.827 -0.954 -5.169  0.1009
20 H 0.226 -0.236 -5.402  0.1013
21 H 1.402 0.559 -4.313  0.0893
22 C -1.000 -4.452 -2.988  -0.0074
23 H -0.426 -5.192 -2.432  0.0956
24 H -0.937 -4.647 -4.056  0.0884
25 H -2.036 -4.489 -2.653  0.0949
26 S 0.684 0.621 0.509  1.0992
27 C 0.361 0.587 2.317  -0.3277
28 C -1.104 0.747 2.597  -0.5203
29 O -1.789 -0.072 3.158  0.0833
30 N -1.690 1.917 2.145  0.0931
31 C -1.108 3.019 1.593  -0.6354
32 N 0.144 3.313 1.604  -0.0270
33 N 0.444 4.447 0.992  -0.0465
34 C -0.572 5.061 0.495  -0.9635
35 S -0.517 6.547 -0.372  0.8965
36 C 1.287 6.845 -0.368  -0.5116
37 C 1.784 7.327 0.979  -0.1668
38 H 1.636 6.554 1.729  0.0571
39 H 1.257 8.228 1.285  0.0682
40 H 2.847 7.548 0.914  0.0726
41 H 1.437 7.595 -1.144  0.0689
42 H 1.758 5.907 -0.656  0.0710
43 S -2.106 4.229 0.765  1.0333
44 H -2.697 1.947 2.255  0.1492
45 H 0.931 1.424 2.715  0.0748
46 H 0.698 -0.368 2.712  0.0803
47 H -1.830 -3.070 2.619  0.1160
48 H -2.260 -4.358 1.453  0.1147
49 H 1.238 -3.186 2.428  0.0605
50 H 0.299 -3.223 3.917  0.0763
51 H 1.466 -4.506 3.576  0.0690

Computed properties:
E_LUMO, eV: 0.20
Net charge: 0
Structure (SMILES): CCCc1nc(SCC(=O)Nc2nnc(SCC)s2)c2c(=O)n(C)c(=O)n(C)c2n1
2S+1: 1
HOMO-LUMO gap, eV: 8.7
E_tot, eV: -67050.876